{
  "formula": "C27H80N12O13",
  "method": "the ωB97M-V functional and the def2-TZVPD basis",
  "elements": ["O", "O", "O", "O", "O", "O", "O", "O", "O", "O", "O", "O", "O", "N", "N", "N", "N", "N", "N", "N", "N", "N", "N", "N", "N", "C", "C", "C", "C", "C", "C", "C", "C", "C", "C", "C", "C", "C", "C", "C", "C", "C", "C", "C", "C", "C", "C", "C", "C", "C", "C", "C", "H", "H", "H", "H", "H", "H", "H", "H", "H", "H", "H", "H", "H", "H", "H", "H", "H", "H", "H", "H", "H", "H", "H", "H", "H", "H", "H", "H", "H", "H", "H", "H", "H", "H", "H", "H", "H", "H", "H", "H", "H", "H", "H", "H", "H", "H", "H", "H", "H", "H", "H", "H", "H", "H", "H", "H", "H", "H", "H", "H", "H", "H", "H", "H", "H", "H", "H", "H", "H", "H", "H", "H", "H", "H", "H", "H", "H", "H", "H", "H"],
  "xyz": [[2.67476, -0.76892, 1.98249], [5.08136, -4.58241, -1.14830], [-5.05811, 2.93453, -2.45899], [5.14656, 0.12615, -1.01413], [-0.09681, 6.31879, -1.77495], [-2.70227, -4.14556, 0.34535], [-4.61235, -3.11840, -5.07467], [0.45866, -0.93153, -3.50244], [4.18261, 2.92095, 0.24223], [0.82419, -1.13827, 0.02140], [-2.89394, 1.40360, 3.50277], [-3.30769, 0.01830, -0.03579], [-0.05845, 0.59764, 3.98972], [-3.83741, 3.16736, -4.36693], [-4.99060, -1.51870, -0.12005], [4.38717, -1.14932, -2.74009], [2.97138, 0.28808, -1.68481], [0.35073, -3.12340, -4.06758], [-4.17745, -0.78391, 1.89854], [0.18890, 0.83823, 0.99613], [-0.35019, 0.35196, -1.18524], [-3.18265, 1.67136, -2.75996], [0.30279, -1.47097, -5.70223], [-0.41739, -4.22427, 0.36903], [-1.49959, -2.40211, 1.20249], [4.11933, 2.31180, 2.58520], [-4.71913, 2.77773, 2.81155], [2.03626, -2.74654, 3.23086], [3.65901, -6.30685, -1.88472], [3.48380, 3.16223, 1.51007], [-3.05182, -3.78655, -3.33352], [-1.70492, 4.43709, -1.92775], [0.66090, 4.26238, -1.02296], [4.40012, -1.80942, 3.19796], [-0.58936, 5.15040, -1.13782], [2.77119, -3.98310, -1.42268], [-4.17719, -0.64288, 0.53149], [-0.41183, 1.07974, 6.36951], [-1.62500, -3.59559, 0.55522], [0.63885, 2.72743, 4.72032], [-2.36159, 3.22069, 1.99279], [4.24015, -0.20469, -1.74913], [-3.35653, -2.80224, -4.46046], [3.65376, 4.64475, 1.79162], [3.13074, -2.05292, 2.40597], [-3.24989, 2.73337, 3.12439], [0.26204, -0.01975, -0.04416], [-4.11990, 2.59443, -3.14348], [0.43120, -1.80386, -4.36741], [0.43591, 1.29155, 5.14885], [3.72669, -5.07956, -1.00771], [-3.33860, -1.34860, -4.01405], [-4.96595, -1.60024, -1.11975], [1.33260, 2.82933, 3.88464], [2.80720, -3.81065, -2.50062], [-1.29388, 3.09752, 2.20580], [-5.30160, -2.89101, -4.44239], [-3.13936, 2.79946, -4.98508], [1.07476, 3.33626, 5.51425], [-0.49690, 1.57080, 1.03716], [-3.73276, -0.04124, 2.42518], [-2.41756, -1.16599, -3.45790], [-4.20944, -1.14662, -3.38320], [-0.35397, -0.28365, 4.24577], [-4.42830, 3.90381, -4.70432], [1.96091, -3.81804, 3.01002], [-0.02356, 1.61259, 7.23793], [2.23895, -2.68475, 4.30095], [2.13747, -0.20708, -1.94070], [-3.44568, -0.68189, -4.86986], [0.49749, -0.49179, -5.83588], [-3.86827, -3.82440, -2.61117], [-2.90473, -4.78233, -3.74892], [0.65697, -2.13010, -6.37524], [2.87325, 1.16013, -1.18774], [-0.78569, 6.98106, -1.88031], [-2.60368, -2.95806, -5.23815], [-0.38985, -5.03584, -0.21887], [-1.36131, 3.52688, -2.41152], [-0.65367, -1.87582, 1.01822], [5.21378, -1.51655, 2.52766], [0.52352, -3.35200, -3.10365], [0.36587, -3.59203, 0.43064], [3.00495, -3.02551, -0.95510], [-2.30093, -1.81972, 1.37009], [-2.48998, 4.24646, -1.19358], [3.08685, 5.30672, 1.14143], [-1.00611, 1.10841, -1.25548], [4.98960, 2.76392, 3.05484], [1.05982, -2.34354, 2.96340], [3.36277, 4.86543, 2.83112], [-5.32359, -2.35269, 0.33393], [-2.51691, 2.64058, 1.07217], [2.11557, -0.88956, 1.19139], [4.32279, -7.10083, -1.54907], [0.48563, 3.30896, -0.52442], [4.70459, 4.94234, 1.78266], [3.60061, -5.33668, 0.04981], [4.81263, 2.21669, 0.43113], [-0.31164, 3.16657, 4.40167], [4.64434, -2.64508, 3.85025], [1.36615, 4.84667, -0.42695], [3.94002, -6.04349, -2.90401], [-5.11063, 3.79433, 2.81566], [0.29982, -3.78741, -4.81739], [-0.93436, 5.35344, -0.11859], [-1.46890, 1.33758, 6.24544], [5.17429, -3.80199, -0.59221], [-2.13774, 5.01606, -2.74526], [-5.26344, 2.24420, 3.59584], [-5.03855, -1.19716, 2.21894], [1.44006, 0.89216, 5.35201], [1.76059, -4.27688, -1.13027], [-2.51164, 4.26990, 1.73159], [4.30809, -0.89253, 3.79067], [-3.28489, 1.48505, -1.77200], [-0.09597, -0.19093, -2.00849], [3.37068, 2.15856, 3.37799], [-1.95752, 1.36254, 3.74385], [5.15555, -1.79606, -2.68302], [2.63274, -6.68254, -1.83050], [-4.97422, 2.30512, 1.86118], [3.62858, -1.46991, -3.31431], [-3.03629, 3.39517, 3.97688], [0.73876, 0.67041, 1.82717], [2.42739, 2.98639, 1.29001], [4.28632, 1.27235, 2.29424], [-0.44145, 0.02618, 6.67080], [-2.45609, 1.25877, -3.31005], [-2.13743, -3.45241, -2.84120], [3.35969, -2.66098, 1.52207], [1.08447, 4.10701, -2.01327]],
  "forces_ev_per_a": [[0.2465, 0.0672, -0.0869], [-0.1701, -0.1586, -0.0390], [-0.1204, 0.0661, 0.3431], [0.4315, 0.2703, 0.0712], [0.0534, 0.3295, -0.0083], [0.2691, 0.2087, -0.3335], [0.2599, 0.0352, -0.1551], [0.4412, -0.1481, -0.2756], [-0.4740, -0.0819, 0.6262], [0.4271, 0.6342, 0.0202], [-0.3776, -0.1815, -0.0868], [-0.7044, 0.7313, -0.1601], [-0.5348, 0.2496, 0.1745], [-0.2844, 0.0475, -0.0618], [-0.9156, -0.0340, -0.1828], [0.5087, -0.5776, -0.2510], [0.1197, 1.0643, 0.2669], [0.3561, 0.6764, -0.2432], [-0.8142, -0.0813, -0.6920], [0.3672, -0.0882, 0.3460], [0.3759, -0.2747, -0.2844], [-0.9739, 0.2113, 1.1637], [0.2527, -0.1714, 0.7387], [0.0891, 0.6263, -0.0429], [0.5715, 0.5054, -0.0278], [-1.4650, -0.6366, 0.9696], [-0.5685, -0.2802, 0.2560], [0.1087, -0.6418, -0.2519], [-0.4710, -0.0459, 0.3140], [1.3678, 0.7338, -1.6244], [0.0727, 0.4600, -0.2893], [-0.0070, 0.5154, 0.4801], [-0.2177, 0.8221, 0.3851], [0.2502, 0.6973, -0.2223], [0.5611, -0.9984, -0.7024], [-0.4027, -0.1422, 0.0683], [1.9239, -1.0211, -0.1659], [-0.7164, -0.4257, 0.5669], [-1.0511, -0.6254, 0.9650], [-0.2457, 0.4495, -0.0614], [0.3491, -0.2589, -0.9383], [-0.8532, -0.7937, -0.2768], [-0.2954, -0.2862, 0.0219], [0.0585, 0.3678, 1.2592], [-0.3865, 0.3980, 0.2294], [0.8982, 0.5133, 0.2112], [-0.7701, -0.1422, -0.2542], [1.0821, 0.2569, -1.2891], [-0.9741, 0.1780, -0.1246], [1.1936, -0.1683, -0.4289], [1.4789, 0.5946, -0.0805], [-0.1415, -0.4118, -0.0806], [0.4106, 0.3299, -0.0136], [-0.0716, -0.3349, -0.0986], [0.0385, -0.1698, -0.0362], [-0.0850, 0.1446, 0.4128], [-0.0575, -0.0372, -0.0066], [0.0527, 0.0256, 0.0673], [-0.2252, -0.0911, 0.1593], [0.0292, 0.0127, -0.1946], [-0.0856, 0.1196, 0.2252], [-0.0914, 0.2930, 0.0210], [0.1750, 0.0112, 0.2436], [0.1498, -0.0881, -0.0133], [-0.1725, -0.1326, 0.0024], [0.2102, 0.0483, -0.0267], [0.0543, 0.1651, -0.1280], [-0.2373, 0.3137, 0.0368], [0.1738, -0.1859, -0.3001], [0.2225, 0.0176, -0.0349], [0.0752, -0.0586, -0.3779], [0.0814, 0.0293, 0.1276], [-0.0268, -0.0602, 0.0809], [0.0072, 0.2226, -0.2070], [-0.0251, -0.1121, 0.2331], [-0.1546, -0.1357, 0.0788], [-0.1080, 0.1197, -0.1179], [-0.0025, 0.0392, -0.0859], [0.0766, -0.1790, 0.2713], [-0.0258, -0.1715, 0.0740], [0.1144, -0.5885, -0.0386], [-0.0684, -0.4019, -0.0800], [0.3251, -0.3989, -0.2490], [-0.0508, -0.0597, 0.1984], [-0.3372, -0.3488, -0.1293], [-0.2524, -0.4791, -0.4037], [0.0083, -0.1499, -0.1901], [0.1457, 0.1419, 0.1574], [0.1756, 0.0503, -0.2808], [-0.0064, 0.1842, 0.2220], [-0.3267, -0.0591, -0.1924], [0.1125, 0.1145, 0.2240], [-0.3328, -0.0216, 0.1439], [0.0195, -0.1743, 0.0670], [0.0754, 0.0889, 0.1319], [-0.1336, -0.0295, -0.0637], [0.0385, -0.2140, -0.3927], [-0.3130, -0.0904, -0.0590], [-0.0045, -0.1705, -0.4663], [0.0099, 0.0997, 0.1603], [0.2563, -0.0344, -0.1175], [0.2343, -0.2987, -0.0852], [-0.1772, 0.0038, -0.0606], [0.1753, 0.0793, -0.1576], [0.0327, -0.3759, 0.3409], [-0.1082, 0.3068, -0.0584], [0.1474, 0.3507, -0.2238], [0.0228, 0.0226, 0.0318], [0.0592, 0.3590, 0.2314], [0.0475, 0.0012, -0.0194], [0.1651, 0.2089, 0.6902], [-0.0997, -0.0890, 0.1009], [-0.0968, 0.1646, -0.1464], [-0.1583, 0.0152, 0.1863], [-0.4834, -0.2821, 0.3029], [0.2670, -0.8716, -0.0690], [-0.5374, 0.0527, 0.1784], [0.2144, 0.2755, 0.1205], [0.1636, -0.0575, -0.1775], [0.1339, 0.1903, 0.1653], [0.0808, -0.1250, -0.3306], [0.1791, 0.0404, -0.0634], [-0.2400, 0.3025, 0.1742], [-0.2313, -0.0759, 0.0799], [-0.2527, -0.2773, 0.1003], [-0.0238, -0.4903, 0.4426], [0.2926, 0.1792, -0.4346], [0.2451, -0.0204, -0.1825], [-0.0212, 0.1252, -0.1236], [-0.0634, -0.2200, 0.2358], [-0.0044, -0.0052, -0.0141], [0.0146, -0.1174, -0.0248]],
  "gap_ev": 9.42,
  "max_force_ev_per_a": 2.2,
  "e_homo_ev": -9.38,
  "charge": 0,
  "e_tot_ev": -73802.12586
}